DFT (the ωB97M-V functional and the def2-TZVPD basis) results for C48H41BClCsF5N10O3S2 as an isolated structure.

Each line ends with the Mulliken spin population.
Cartesian coordinates (Å):
H (-4.481, -1.268, 1.966)  0.00
B (-2.341, -2.992, 1.494)  0.00
H (2.109, 2.510, 5.031)  0.00
C (4.885, 0.728, 5.662)  0.13
H (4.015, 6.670, -4.640)  0.00
H (2.581, 4.734, -5.210)  0.00
C (-0.168, 4.570, 3.566)  0.00
C (-2.241, -0.115, -6.415)  0.00
F (3.690, -0.786, 7.001)  0.00
S (-1.333, 3.485, -0.203)  0.00
H (0.832, -1.681, -4.235)  0.00
C (-1.936, 5.444, 1.615)  0.00
C (0.743, 4.075, 4.526)  0.00
H (-0.523, 1.179, 4.673)  0.00
C (-1.952, -1.521, 4.895)  0.00
C (-1.023, -0.428, -5.822)  0.00
H (-3.263, -7.908, 3.280)  0.00
C (2.975, 4.844, -4.208)  0.00
C (-3.484, -0.721, -1.088)  0.00
C (1.304, 0.434, -4.080)  0.00
C (4.300, 6.061, -2.603)  0.00
C (2.854, 3.020, -1.003)  0.00
C (2.032, -3.084, -0.860)  0.00
F (6.084, 2.245, 4.328)  0.00
H (4.394, 5.201, -0.632)  0.00
S (4.254, -1.924, 2.084)  0.79
H (2.707, -2.636, -0.130)  0.01
Cs (0.035, 0.288, -0.455)  0.00
H (-4.160, -6.947, 4.451)  0.00
C (-4.040, -6.059, 2.501)  0.00
C (-1.208, -0.235, -8.584)  0.00
H (2.060, 3.021, -3.491)  0.00
H (0.891, -5.844, -0.426)  0.00
C (4.003, -1.276, 4.711)  0.09
C (-4.393, -0.361, -0.072)  0.00
F (3.325, -2.398, 4.878)  0.01
N (-3.077, -2.008, 0.572)  0.00
C (4.181, -0.458, 5.807)  -0.02
Cl (-3.859, 0.358, -8.551)  0.00
H (-5.024, -7.833, 3.189)  0.00
C (-4.815, -5.759, 1.366)  0.00
H (-2.626, 5.802, 0.860)  0.00
F (5.056, 1.521, 6.715)  0.01
H (-1.509, -5.654, 0.885)  0.00
H (-2.440, 0.535, -2.496)  0.00
H (-5.120, 0.434, -0.086)  0.00
N (-0.090, -2.801, 0.348)  -0.01
N (-2.705, -1.720, -0.700)  0.00
C (3.186, 4.037, -1.967)  0.00
H (2.523, -1.270, -4.566)  0.00
F (5.727, 0.663, 2.184)  0.01
C (1.250, -0.742, -8.837)  0.00
C (-1.210, 4.292, 1.309)  0.00
C (5.229, 0.275, 3.346)  0.09
O (1.549, 1.430, -4.772)  0.00
H (-4.191, 0.516, -2.679)  0.00
H (-0.958, -0.469, -4.743)  0.00
C (2.667, 3.889, -3.252)  0.00
N (-2.027, -2.237, 2.812)  0.00
H (-1.987, -1.477, 5.972)  0.00
H (1.030, 0.103, 2.781)  -0.02
C (-0.825, -4.882, 0.574)  0.00
C (0.794, -3.617, -0.203)  0.01
C (1.420, 2.915, 4.298)  0.00
O (1.312, -1.003, -6.137)  0.00
C (0.097, -0.652, -6.615)  0.00
C (-0.921, 5.747, 3.791)  0.00
C (-4.127, -7.251, 3.404)  0.00
C (-1.521, 0.988, 4.272)  0.00
H (2.559, -3.896, -1.364)  0.00
H (-3.224, -0.880, -3.204)  0.00
N (-1.083, -3.583, 0.822)  0.00
H (-1.291, -0.144, -9.660)  0.00
N (-3.135, -5.117, 2.720)  0.00
H (2.048, -0.084, -8.489)  0.00
H (-0.804, 6.289, 4.723)  0.00
C (5.414, 1.099, 4.434)  -0.02
C (1.176, 2.220, 3.089)  0.02
C (0.013, -0.544, -8.011)  0.00
N (-1.775, -0.903, 2.740)  0.00
C (3.783, 5.927, -3.886)  0.00
H (-3.111, 0.070, -5.799)  0.00
C (-1.796, 6.150, 2.817)  0.00
H (4.930, 6.906, -2.354)  0.00
N (-3.313, -4.190, 1.748)  0.00
C (4.006, 5.112, -1.638)  0.00
C (-0.310, 3.835, 2.360)  0.00
C (-3.325, -0.104, -2.444)  0.00
C (-1.741, -0.461, 3.985)  0.00
H (1.047, -0.534, -9.889)  0.00
C (1.490, -0.955, -4.718)  0.00
C (-4.085, -1.202, 0.966)  0.00
H (-1.630, 1.572, 3.359)  0.00
C (-2.324, -0.029, -7.788)  0.00
O (0.930, 0.379, -2.876)  0.00
N (2.433, 2.117, -0.433)  0.00
H (1.628, -1.763, -8.750)  0.00
C (-4.307, -4.557, 0.919)  0.00
H (-2.340, -3.656, 4.339)  0.00
C (4.522, -0.941, 3.445)  -0.08
N (0.367, 2.670, 2.169)  0.00
H (-5.627, -6.329, 0.944)  0.00
H (-4.571, -3.941, 0.077)  0.00
H (0.882, 4.628, 5.450)  0.00
H (2.352, 0.870, 1.900)  0.01
H (1.795, -2.318, -1.601)  -0.01
C (1.806, 0.873, 2.846)  0.00
C (0.384, -4.958, -0.077)  0.00
H (2.482, 0.610, 3.662)  -0.01
H (-2.396, 7.042, 2.972)  0.00
H (-2.241, 1.355, 5.007)  0.00
C (-2.132, -2.628, 4.099)  0.00

Results
multiplicity = 2
LUMO (spin up / spin down) = 3.17 / 0.70 eV
ΔE to the lowest compared entry with this formula, charge and spin = 36.12 kcal per mole
⟨S²⟩ = 0.78
charge = -2
HOMO-LUMO gap (spin up / spin down) = 4.760 / 2.290 eV